Record 1
This record from the OMol25 dataset describes a molecular structure, C47H47Cl2N7O6SeSi2Ti. The level of theory is ωB97M-V/def2-TZVPD.

```
113
Properties=species:S:1:pos:R:3:forces:R:3:mulliken_charge:R:1
Se -5.6265 -3.1308 5.1004 0.14 0.05 -0.13 0.216
Ti -0.0307 -1.1063 -0.2034 0.15 0.46 0.59 -2.380
Cl 0.8690 -0.1421 2.8786 0.21 0.28 0.89 0.191
Cl 1.5030 0.0861 5.7279 0.02 0.00 0.10 -0.171
Si 2.5647 -2.7875 1.8757 0.00 -0.35 0.22 0.338
Si 1.8062 -4.1826 -0.7638 0.51 -0.33 -0.01 0.690
O -5.3545 2.6121 -4.1858 -0.09 0.13 -0.03 -0.724
O -1.3635 -2.4927 -3.7066 -0.02 0.07 0.08 -0.757
O 2.6876 1.0088 0.4494 -0.14 -0.03 0.07 -0.800
O -0.4931 -1.9209 -1.7422 -0.99 -1.46 -2.12 0.423
O -4.8310 0.8726 -5.5456 -0.06 0.04 -0.05 -0.724
O 0.5040 0.6960 0.0409 0.45 1.88 0.61 1.324
N 1.7718 -0.8733 -1.5319 0.58 -0.12 0.17 0.941
N -4.7729 -3.9867 3.7936 0.08 -0.02 -0.14 -0.891
N -1.4743 -2.6650 0.5048 -1.07 0.02 0.63 1.092
N -1.9569 0.1618 -1.4796 0.07 -0.22 -0.06 0.407
N -1.6019 -0.1812 1.4185 -0.55 -0.80 0.29 1.268
N -0.3092 3.3214 -0.7625 0.06 -0.06 -0.11 1.354
N -4.8509 -1.5741 4.7236 0.16 0.13 -0.08 -0.876
C 0.3483 0.4951 4.4492 0.06 -0.08 -0.15 -0.418
C -3.1802 -3.4333 2.0462 0.57 0.52 -0.47 0.446
C 3.9441 -1.6303 -0.9434 -0.01 0.09 0.13 -0.887
C -1.5894 -3.8335 -0.1132 0.22 -0.17 -0.20 -0.995
C -3.2318 -4.6631 1.4013 0.10 -0.16 -0.13 -0.985
C -0.2633 6.2585 -3.0427 -0.03 0.04 0.02 1.377
C -1.2716 -1.7333 -2.7623 -0.28 -0.04 -0.49 0.026
C 3.7737 -4.2500 2.1363 -0.21 0.01 -0.24 -1.516
C 2.2970 -0.1086 -2.4814 -0.05 0.03 -0.09 -0.554
C -2.3281 -2.4305 1.5350 -0.03 -1.44 -0.34 -0.219
C 1.2191 2.7419 1.0310 -0.07 0.05 0.01 0.651
C -2.9778 -0.0937 -3.6419 0.13 -0.07 0.13 -1.010
C -2.4536 -4.8463 0.2817 -0.16 0.02 0.23 -1.395
C -2.7350 1.2241 -1.2809 -0.08 -0.19 0.06 -0.312
C 0.1390 4.8965 1.0123 -0.07 0.01 -0.06 -0.931
C 3.6524 -0.0753 -2.7376 0.04 0.03 0.01 -1.389
C 0.7588 5.2202 2.2027 0.05 -0.06 0.01 -0.821
C 2.5542 -1.6439 -0.7595 0.26 -0.03 -0.39 -1.680
C 1.6744 5.0868 -1.9441 -0.10 0.06 -0.01 -1.611
C -0.7227 4.3123 -1.6939 -0.08 0.20 -0.07 -0.730
C 1.6282 4.3235 2.8150 0.01 0.03 0.12 -0.878
C 0.6941 7.2991 -3.5604 -0.05 -0.10 -0.01 -1.637
C 1.7723 -2.5020 0.1632 0.54 -0.50 0.31 4.797
C 1.1625 -3.2741 3.0857 0.18 0.04 -0.04 -0.908
C -2.5390 1.5231 2.8199 -0.17 -0.17 0.01 -1.232
C 1.2279 -4.2722 -2.5680 -0.31 0.20 0.36 -1.225
C -2.0655 4.3883 -2.0449 0.08 0.12 0.16 -0.749
C -4.0446 -1.7716 3.7087 -0.49 -0.23 0.47 0.694
C 0.2024 5.2202 -2.2280 0.00 -0.14 0.05 1.464
C -3.6439 1.6840 -2.2177 -0.09 -0.33 -0.02 -1.108
C -3.2486 -0.7331 3.1017 0.63 0.05 -0.69 0.372
C -3.3110 0.5996 3.4911 0.02 0.12 0.06 -1.034
C -4.7710 1.5666 -4.5211 0.38 -0.27 0.36 0.479
C -2.1017 -0.4872 -2.6431 -0.08 0.10 0.01 0.255
C -4.0059 -3.1142 3.1879 -0.42 -0.14 0.38 0.814
C 3.6793 -1.3715 2.4984 -0.20 -0.04 -0.27 -0.949
C -3.7644 1.0310 -3.4344 -0.32 0.19 -0.29 -0.111
C -2.5069 5.3819 -2.8980 -0.11 0.02 -0.05 -0.701
C 1.5312 1.3887 0.4634 0.38 0.12 -0.15 0.262
C -1.7060 1.0800 1.7985 0.20 0.39 -0.01 -0.070
C 0.3426 3.6450 0.4089 0.00 -0.02 0.06 0.249
C 3.5844 -4.8368 -1.0619 -0.07 0.25 0.24 -1.430
C 0.9816 -5.5433 0.2945 -0.03 0.18 -0.15 -1.060
C -1.6118 6.3270 -3.3714 0.03 -0.05 0.01 -0.945
C 1.8661 3.1032 2.2092 -0.04 0.01 -0.04 -0.703
C 4.4889 -0.8470 -1.9362 -0.03 0.04 0.02 -0.915
C -2.3834 -1.0881 2.0385 -0.13 1.30 0.62 -0.688
H 1.9339 -3.7337 -3.2041 0.04 0.05 0.04 0.225
H 0.1553 8.1110 -4.0466 0.00 0.01 -0.01 0.384
H -3.5509 5.4253 -3.1781 -0.02 -0.05 -0.03 0.469
H 4.0138 -4.3051 3.2011 -0.08 0.11 0.09 0.392
H 5.5607 -0.8297 -2.0929 0.00 0.00 0.00 0.445
H 3.3516 -5.2122 1.8436 0.05 -0.03 0.03 0.355
H -2.4914 -5.7628 -0.2880 0.04 -0.02 -0.01 0.556
H 3.5300 -0.4606 1.9250 -0.02 0.16 0.01 0.170
H 3.5239 -5.8780 -1.3886 -0.11 -0.04 -0.04 0.345
H 4.0766 -4.2744 -1.8565 -0.03 0.01 -0.05 0.325
H 2.2517 5.2485 -2.8546 0.04 0.02 0.01 0.602
H 1.6009 0.4925 -3.0594 -0.01 0.01 0.04 0.491
H 0.1768 -2.9937 2.7133 -0.02 0.05 -0.01 0.121
H -0.2994 2.3535 -1.0523 0.05 0.01 0.03 -0.706
H 2.1156 4.5760 3.7478 0.03 0.02 -0.02 0.437
H -0.6108 0.0575 4.7053 0.03 0.01 -0.02 0.252
H 4.2290 -4.8072 -0.1858 -0.02 -0.06 -0.13 0.337
H -1.9632 7.1243 -4.0153 0.01 0.02 -0.01 0.353
H 2.0018 5.8218 -1.2038 0.07 -0.01 0.02 0.317
H 4.0498 0.5499 -3.5245 -0.03 0.01 -0.02 0.454
H 4.7162 -4.1173 1.6029 0.02 0.03 0.04 0.374
H 1.7377 -6.2137 0.7046 0.04 0.00 0.00 0.358
H 1.2248 -5.3163 -2.8926 0.15 -0.07 0.11 0.380
H 2.5750 2.4031 2.6330 -0.01 -0.05 0.01 0.590
H 1.2895 7.7168 -2.7470 0.05 0.04 -0.03 0.326
H -3.0525 -0.6616 -4.5584 -0.03 0.04 -0.03 0.631
H -1.0635 1.7908 1.2979 -0.01 -0.13 -0.08 0.309
H 4.7317 -1.6458 2.3967 -0.02 -0.14 -0.05 0.445
H 0.3082 -6.1503 -0.3135 -0.04 -0.04 -0.04 0.478
H 1.9155 4.0988 -1.5602 0.03 0.00 0.00 -0.010
H -2.5760 2.5756 3.0629 0.05 0.01 0.00 0.631
H 1.3843 6.8676 -4.2889 0.05 0.04 0.00 0.336
H 0.4077 -5.1377 1.1264 -0.02 -0.01 0.05 0.175
H 1.3008 -2.8054 4.0619 0.02 0.05 0.03 0.413
H 3.4987 -1.1494 3.5509 -0.06 -0.05 0.04 0.353
H 0.5636 6.1822 2.6602 0.00 0.02 -0.02 0.402
H -0.5245 5.6039 0.5325 -0.03 0.01 -0.01 0.528
H 0.2475 -3.8595 -2.7786 -0.05 -0.01 -0.09 0.294
H 1.1624 -4.3546 3.2483 0.04 -0.04 -0.07 0.431
H 0.2953 1.5777 4.3794 -0.01 -0.04 -0.07 0.273
H -0.9647 -3.9857 -0.9805 0.06 0.12 0.01 0.906
H -3.9592 0.8856 4.3088 -0.05 -0.01 -0.02 0.522
H -2.6280 1.7194 -0.3229 -0.01 0.07 -0.07 0.779
H -3.8903 -5.4367 1.7715 -0.03 0.02 0.02 0.531
H 4.5693 -2.2312 -0.2958 0.03 -0.03 -0.04 0.449
H -2.7578 3.6673 -1.6363 0.21 0.34 0.00 0.088
H -4.2743 2.5442 -2.0349 -0.08 -0.09 -0.05 0.678
```
Positions in Å, forces in eV/Å.

Output
⟨S²⟩: 0.754
net charge: -1
LUMO energy (alpha / beta): 0.35 / 0.35 eV
spin multiplicity: 2
relative energy (zero: lowest compared OMol25 entry of this formula, charge and spin): 0.764 eV
Kohn-Sham gap (alpha / beta): 5.56 / 5.79 eV



Record 2
This record from the OMol25 dataset describes a single C5H4N2O molecule. The level of theory is ωB97M-V/def2-TZVPD.

```
12
Properties=species:S:1:pos:R:3:forces:R:3:mulliken_charge:R:1
O 1.4004 0.9937 -0.6055 -3.29 0.66 -1.09 -0.400
N 0.6162 1.7231 0.5033 0.41 -0.62 -3.16 -0.090
N -0.5837 1.7504 -0.3095 -0.68 -0.23 0.09 -0.420
C 0.3530 0.5555 1.3271 0.51 0.32 2.20 -0.111
C -0.2140 0.9116 -1.1902 3.80 0.44 3.12 0.696
C 0.0995 -0.7261 0.9451 -0.67 0.40 0.42 -0.221
C -0.3349 -1.2599 -0.3794 -0.07 5.59 -0.69 -0.268
C -0.6707 -0.4470 -1.4484 1.45 -1.58 -1.38 -0.613
H 0.0680 -1.5235 1.7012 0.07 0.78 -0.01 0.310
H -0.5258 -2.2390 -0.3551 -0.53 -3.77 -0.47 0.478
H -0.7741 -0.7652 -2.5414 -0.43 0.08 1.96 0.299
H 0.5661 1.0264 2.3528 -0.57 -2.07 -1.00 0.340
```
Positions in Å, forces in eV/Å.

Output
LUMO energy: -0.97 eV
spin multiplicity: 1
relative energy (zero: lowest compared OMol25 entry of this formula, charge and spin): 7.473 eV
Kohn-Sham gap: 8.50 eV
SMILES string: C1=Cc2nn(o2)C=C1



Record 3
This record from the OMol25 dataset describes 2 unconnected molecules or ions with the total composition C4H12N2O2. The level of theory is ωB97M-V/def2-TZVPD.

```
20
Properties=species:S:1:pos:R:3:forces:R:3:mulliken_charge:R:1
O -1.0774 1.2653 2.6018 2.70 -2.10 -3.50 -0.568
O -2.6306 -1.7685 -1.2984 -1.72 -1.16 0.54 -0.538
N -1.3543 -0.1395 -0.4374 -6.06 4.51 2.83 -0.154
N 2.1085 -0.4045 -1.6125 -0.31 1.81 -2.93 -0.531
C 1.5213 0.3032 0.6960 2.72 0.73 0.70 -1.231
C -2.6235 -0.7951 -0.5932 7.65 -0.76 -3.15 -0.038
C -0.1788 -0.7729 -0.6770 2.45 -3.51 -1.77 -0.503
C 1.1095 0.1254 -0.7212 -3.22 1.86 -1.91 0.432
H 2.3672 0.1596 -2.5058 -0.78 -1.43 2.67 0.206
H -1.5457 0.8847 -0.0208 1.61 -3.20 -0.95 0.283
H 0.0440 -1.5168 0.2529 -0.53 0.80 -2.51 0.087
H 2.8675 -0.9136 -1.2554 0.92 -0.43 0.68 0.186
H 0.7022 1.1687 -1.1652 1.10 -2.07 0.85 0.247
H -3.3048 -0.1677 -0.2524 -4.29 2.26 1.71 0.445
H 0.9609 1.0579 1.3192 -0.04 -1.63 -0.59 0.154
H -0.4316 -1.3368 -1.7693 1.42 0.96 3.08 0.246
H 1.7071 -0.7562 1.0930 -0.41 1.76 0.21 0.370
H -0.8754 1.9553 3.1393 -0.17 2.79 2.71 0.274
H -1.8847 0.8421 2.6135 -2.63 -0.64 0.85 0.286
H 2.5186 0.8093 0.5930 -0.42 -0.55 0.50 0.349
```
Positions in Å, forces in eV/Å.

Output
LUMO energy: 0.47 eV
spin multiplicity: 1
relative energy (zero: lowest compared OMol25 entry of this formula, charge and spin): 4.222 eV
Kohn-Sham gap: 9.04 eV
SMILES string: C[C@@H](N)CNC=O.O



Record 4
This record from the OMol25 dataset describes a molecular structure, C19H12Cl4F3GeINO8Zr. The level of theory is ωB97M-V/def2-TZVPD.

```
50
Properties=species:S:1:pos:R:3:forces:R:3:mulliken_charge:R:1
I -0.4329 -1.7660 -3.7736 0.04 -0.05 0.04 0.184
Zr -1.6852 0.0948 0.3273 -0.53 0.40 -0.88 0.372
Ge -1.5542 -2.9130 2.0522 0.00 -0.22 0.02 0.540
Cl -3.0421 -4.4899 2.4136 -0.02 -0.03 0.00 -0.384
Cl 3.0199 -5.6568 -1.5561 0.02 0.00 0.02 -0.212
Cl -2.1304 -2.5271 -0.3233 0.03 -0.03 0.10 -0.367
Cl -2.9975 -1.1043 2.3402 -0.13 0.18 0.11 -0.332
F -4.1280 2.0063 -3.3132 0.03 0.07 0.00 -0.241
F -4.2054 -0.1243 -3.6874 0.02 -0.04 -0.03 -0.231
F -5.6767 0.8063 -2.4010 -0.03 -0.01 0.03 -0.239
O -2.4752 1.8172 1.0167 0.04 -0.10 0.12 -0.615
O -2.2346 0.7924 -1.7296 0.12 -0.07 0.01 -0.517
O -3.9039 0.0719 -0.5112 0.04 -0.07 0.11 -0.511
O -0.1651 1.7706 -0.4963 0.15 0.00 0.04 -0.052
O -0.4243 0.2622 1.8331 0.48 0.05 0.33 0.071
O -2.2439 2.9896 2.9120 -0.03 0.01 0.01 -0.637
O 1.1580 0.7550 3.3206 0.06 0.02 -0.03 -0.697
O 0.0458 -0.7724 -0.8447 0.09 0.27 0.12 0.505
N 1.8950 -1.3864 1.0613 0.00 0.00 -0.02 0.185
C 2.4041 -3.4189 -0.1339 0.06 0.01 0.08 0.016
C 2.6551 -1.7998 2.0565 -0.01 -0.01 0.02 -0.308
C 3.3136 -3.0370 2.0454 -0.01 -0.01 -0.02 -0.882
C -4.3995 0.8232 -2.7560 -0.03 -0.02 -0.01 0.706
C -0.5473 3.2171 1.2429 0.06 0.03 0.11 0.173
C 2.2327 -4.1509 -1.3524 -0.08 0.00 -0.13 0.763
C -0.5768 3.1513 -0.2851 -0.08 -0.02 -0.02 -0.046
C 1.7485 -2.1856 0.0037 -0.06 -0.02 -0.01 0.425
C 1.1313 1.8922 0.1539 0.00 -0.03 0.00 -0.232
C -3.4636 0.5507 -1.5644 -0.13 -0.11 -0.02 0.911
C 1.4557 -3.6719 -2.3972 0.08 -0.01 0.09 -0.446
C 3.2015 -3.8449 0.9414 -0.02 0.02 0.00 -0.880
C -1.8449 2.6685 1.8275 -0.01 -0.09 -0.03 -0.186
C 0.7688 -2.4824 -2.2659 -0.11 0.12 -0.03 -0.495
C 0.5663 3.9416 -0.9103 0.02 0.01 0.01 -1.086
C 0.7135 2.3365 1.5687 0.03 0.01 -0.01 0.232
C 0.4980 1.0562 2.3610 -0.17 -0.03 0.11 0.002
C 0.8086 -1.7310 -1.0309 0.07 -0.22 -0.23 -0.055
C 1.7823 3.0309 -0.6169 -0.01 0.01 0.00 -0.978
H 1.6395 0.9328 0.1234 -0.01 0.02 -0.01 0.493
H 1.4878 2.9096 2.0729 0.00 -0.01 -0.01 0.590
H 3.9074 -3.3397 2.8960 0.01 0.01 0.01 0.430
H 0.4091 4.0632 -1.9801 -0.01 0.00 0.00 0.368
H -0.4152 4.2250 1.6317 0.01 0.00 -0.02 0.556
H 2.2306 2.6605 -1.5373 0.01 0.00 0.00 0.347
H 0.6530 4.9302 -0.4616 0.00 0.00 -0.01 0.401
H 3.7113 -4.7967 0.8912 0.01 0.00 0.00 0.431
H -1.5548 3.2984 -0.7307 0.02 0.00 -0.01 0.600
H 1.3781 -4.2495 -3.3071 0.01 -0.01 0.00 0.449
H 2.7282 -1.1243 2.9012 0.02 -0.01 0.02 0.480
H 2.5580 3.5185 -0.0284 0.00 0.00 0.00 0.397
```
Positions in Å, forces in eV/Å.

Output
⟨S²⟩: 0.781
LUMO energy (alpha / beta): -1.27 / -3.50 eV
spin multiplicity: 2
relative energy (zero: lowest compared OMol25 entry of this formula, charge and spin): 0.027 eV
Kohn-Sham gap (alpha / beta): 7.97 / 5.81 eV



Record 5
This record from the OMol25 dataset describes a molecular structure, C6H4AsNOS5Ti. The level of theory is ωB97M-V/def2-TZVPD.

```
19
Properties=species:S:1:pos:R:3:forces:R:3:mulliken_charge:R:1
As 1.6495 1.7356 2.7197 0.77 0.16 0.82 0.514
Ti 0.4309 1.5331 0.4882 1.23 0.26 0.78 0.172
S 1.8259 3.4009 1.2999 -0.02 -0.04 0.05 -0.442
S 0.9402 1.1649 -1.9768 0.14 -0.11 -0.03 -0.402
S 2.2204 0.0948 1.3816 0.09 0.08 0.20 -0.424
S -0.6023 1.5236 2.6355 -0.05 0.02 -0.23 -0.464
S 2.4845 1.8515 4.6152 -0.11 -0.01 -0.01 -0.535
O -1.5171 3.2442 -1.3379 0.00 -0.03 0.07 -0.282
N -0.4507 -0.1461 -0.2104 -0.64 -1.52 -0.77 0.019
C -1.0791 -1.1947 0.3347 -0.07 -0.06 0.01 -0.186
C -0.6321 -2.5226 -1.5915 0.06 0.11 -0.06 -0.095
C 0.0321 -1.4541 -2.1516 -0.13 -0.12 0.02 -0.698
C -0.8172 2.6476 -0.6739 -1.28 1.30 -0.81 0.514
C -1.2070 -2.3938 -0.3259 -0.03 -0.02 0.05 -0.741
C 0.1011 -0.2526 -1.4374 -0.01 -0.06 -0.10 0.566
H 0.5058 -1.5129 -3.1210 -0.01 -0.01 -0.01 0.379
H -1.4649 -1.0411 1.3344 0.04 0.05 0.02 0.370
H -1.7207 -3.2184 0.1470 -0.01 0.01 0.00 0.369
H -0.6994 -3.4600 -2.1298 0.00 -0.01 0.01 0.367
```
Positions in Å, forces in eV/Å.

Output
⟨S²⟩: 0.756
net charge: -1
LUMO energy (alpha / beta): 2.40 / 2.23 eV
spin multiplicity: 2
Kohn-Sham gap (alpha / beta): 7.05 / 6.89 eV



Record 6
This record from the OMol25 dataset describes a gas-phase ion, CH4N2 (charge -1). The level of theory is ωB97M-V/def2-TZVPD.

```
7
Properties=species:S:1:pos:R:3:forces:R:3:mulliken_charge:R:1
N 0.7375 0.1927 -0.9722 -0.16 -0.92 -1.11 -0.769
N -0.7190 -0.6229 0.7389 -0.44 -0.71 0.80 -0.537
C 0.0125 0.4445 0.1260 0.15 -0.18 0.55 -0.472
H 1.6157 0.6557 -1.1641 -0.27 0.47 0.66 0.106
H -0.1675 1.3574 0.6746 0.19 0.59 -0.05 0.368
H -1.6906 -0.5648 1.0048 -0.13 0.58 -0.37 0.090
H -0.5041 -1.5969 0.6004 0.65 0.16 -0.48 0.214
```
Positions in Å, forces in eV/Å.

Output
⟨S²⟩: 0.753
net charge: -1
LUMO energy (alpha / beta): 5.47 / 5.34 eV
spin multiplicity: 2
relative energy (zero: lowest compared OMol25 entry of this formula, charge and spin): 1.031 eV
Kohn-Sham gap (alpha / beta): 3.80 / 7.56 eV



- What is the formula in the fourth record?
  C19H12Cl4F3GeINO8Zr



- What is the spin multiplicity in the sixth record?
  2



- Number 3 is which compound?
  C4H12N2O2